Entry 1:
The following is a DFT calculation (ωB97M-V/def2-TZVPD) of the molecule C4H7NO.

```
! RIJCOSX wB97M-V def2-TZVPD def2/J DEFGRID3
* xyz 0 1
C 1.532 -0.295 -1.159
C 0.785 0.425 -0.043
C 0.504 -0.250 1.210
O 0.849 -0.803 2.221
N -0.568 -0.209 0.363
C -1.915 0.148 0.426
H 1.322 -1.341 -1.153
H 2.555 0.084 -1.105
H 1.139 0.051 -2.125
H 0.892 1.563 0.115
H -2.391 -0.733 0.963
H -2.259 1.147 0.866
H -2.446 0.213 -0.578
*
```

As for the relative energy (zero: lowest compared OMol25 entry of this formula, charge and spin): 271.36 kJ/mol. The calculation puts the HOMO-LUMO gap at 10.235 eV. The highest occupied orbital energy is -9.359 eV. Its total energy is -286.528293 Ha.

Entry 2:
The following is a DFT calculation (ωB97M-V/def2-TZVPD) of the molecule C6H8N4O2.

```
! RIJCOSX wB97M-V def2-TZVPD def2/J DEFGRID3
* xyz 0 1
C 0.786 2.148 0.277
C 2.019 2.048 -0.283
C 0.425 0.864 0.510
C 1.165 -1.388 -0.033
C -0.218 -1.622 -0.725
C -1.722 -0.362 0.800
N 2.421 0.803 -0.342
N 1.326 0.020 0.114
N -1.151 -1.533 0.376
N -2.108 0.698 -0.103
O -2.632 1.642 0.425
O -2.060 0.470 -1.289
H 0.079 2.929 0.495
H 2.587 2.944 -0.562
H 1.103 -1.825 0.925
H 1.994 -1.778 -0.577
H -0.527 -0.899 -1.476
H -0.115 -2.588 -1.251
H -1.898 -0.251 1.800
H -1.474 -2.321 0.918
*
```

As for the relative energy (zero: lowest compared OMol25 entry of this formula, charge and spin): 840.88 kJ/mol. The calculation puts the HOMO-LUMO gap (spin up / spin down) at 7.937 / 7.538 eV. The highest occupied orbital energy (spin up / spin down) is -8.935 / -8.452 eV. Its total energy is -602.659281 Ha.

Entry 3:
The following is a DFT calculation (ωB97M-V/def2-TZVPD) of a cluster of 2 separate species, CH4FOPS in total.

```
! RIJCOSX wB97M-V def2-TZVPD def2/J DEFGRID3
* xyz 0 1
C -1.231 1.084 -0.247
P -1.171 -0.800 0.018
O 0.201 -1.442 0.055
S -2.861 -1.729 0.054
H -0.442 1.455 0.452
H -1.090 1.348 -1.222
H -2.227 1.192 0.072
F 2.286 -3.792 0.016
H 1.676 -3.118 0.215
*
```

As for the relative energy (zero: lowest compared OMol25 entry of this formula, charge and spin): 160.41 kJ/mol. The calculation puts the HOMO-LUMO gap at 9.326 eV. The highest occupied orbital energy is -10.301 eV. Its total energy is -955.169499 Ha.

Entry 4:
The following is a DFT calculation (ωB97M-V/def2-TZVPD) of a cluster of 3 separate species, C4H11NO2 in total.

```
! RIJCOSX wB97M-V def2-TZVPD def2/J DEFGRID3
* xyz 0 1
C 2.102 1.661 -0.029
C 0.814 1.616 0.363
C -0.333 1.636 -0.558
C -0.394 0.827 -1.620
N -1.657 0.334 -2.097
H 2.794 1.339 0.739
H 2.379 2.335 -0.830
H 0.450 1.780 1.377
H -1.242 2.138 -0.235
H 0.439 0.308 -2.090
H -1.837 -0.611 -1.782
H -1.836 0.328 -3.094
O -1.674 -1.840 1.822
H -0.842 -1.636 2.256
H -2.033 -2.458 2.455
O 1.116 -2.326 1.410
H 1.319 -3.246 1.186
H 0.434 -2.184 0.728
*
```

As for the relative energy (zero: lowest compared OMol25 entry of this formula, charge and spin): 325.73 kJ/mol. The calculation puts the HOMO-LUMO gap at 8.987 eV. The highest occupied orbital energy is -8.328 eV. Its total energy is -364.144109 Ha.

Entry 5:
The following is a DFT calculation (ωB97M-V/def2-TZVPD) of a structure of composition C29H24BrN4O4PSSn.

```
! RIJCOSX wB97M-V def2-TZVPD def2/J DEFGRID3
* xyz 2 1
Sn 0.861 -1.325 -2.377
O 3.534 -0.733 0.112
C 2.912 -0.394 1.056
O 1.531 -0.533 1.172
C 3.204 0.391 2.314
P 1.372 0.605 2.362
C 0.537 -0.046 3.775
C -0.094 0.828 4.665
C -0.646 0.315 5.825
C -0.555 -1.046 6.093
C 0.081 -1.908 5.206
C 0.638 -1.415 4.041
C 0.741 2.038 1.537
C -0.568 2.339 1.611
C -1.070 3.598 1.096
C -0.230 4.565 0.709
C 1.250 4.372 0.600
C 1.692 2.896 0.765
H 3.906 1.215 2.229
H 3.529 -0.264 3.127
H -0.141 1.889 4.453
H -1.143 0.974 6.523
H -0.987 -1.441 7.002
H 0.146 -2.965 5.425
H 1.130 -2.074 3.337
H -1.260 1.687 2.131
H -2.135 3.777 1.148
H -0.605 5.553 0.474
H 1.763 5.104 1.228
H 2.694 2.837 1.187
C -3.760 -0.466 -3.390
N -2.814 0.637 -3.407
C -2.878 1.724 -4.243
C -1.858 2.537 -3.931
N -1.151 1.955 -2.879
C -1.754 0.747 -2.593
S -1.404 -0.457 -1.431
C -0.096 2.643 -2.202
C -0.114 4.093 -2.431
C 0.790 4.874 -1.857
C 1.751 4.318 -0.879
C 1.803 2.763 -0.806
N 0.758 2.013 -1.497
H -4.370 -0.427 -4.287
H -4.399 -0.398 -2.511
H -3.223 -1.412 -3.352
H -3.638 1.834 -4.996
H -1.566 3.454 -4.404
H -0.858 4.520 -3.084
H 0.811 5.940 -2.048
H 2.734 4.773 -0.988
H 2.747 2.309 -1.119
Br 0.056 -7.935 1.327
C -0.006 -7.212 -0.419
C -0.125 -8.040 -1.531
N -0.183 -7.558 -2.764
C -0.114 -6.251 -2.956
C 0.028 -5.349 -1.904
C 0.076 -5.849 -0.604
C 0.206 -3.900 -2.110
O -0.035 -3.338 -3.209
O 0.644 -3.193 -1.135
H -0.168 -9.117 -1.426
H -0.154 -5.905 -3.982
H 0.179 -5.164 0.224
*
```

The calculation puts the HOMO-LUMO gap at 6.751 eV. The highest occupied orbital energy is -13.058 eV. Its total energy is -5166.843359 Ha.

Entry 6:
The following is a DFT calculation (ωB97M-V/def2-TZVPD) of a structure of composition C40H38N6O2PRuS.

```
! RIJCOSX wB97M-V def2-TZVPD def2/J DEFGRID3
* xyz 1 1
Ru -1.767 -0.125 -0.813
C -5.726 1.313 -1.268
C -4.464 0.522 -1.354
N -3.577 0.583 -0.358
N -3.833 1.323 0.710
C -2.872 1.496 1.558
N -3.055 2.204 2.688
S -1.238 0.873 1.284
C -4.069 -0.273 -2.454
C -4.928 -0.714 -3.487
C -4.451 -1.528 -4.477
C -3.090 -1.892 -4.479
C -2.293 -1.441 -3.456
N -2.749 -0.677 -2.465
H -5.464 2.369 -1.175
H -6.291 1.042 -0.376
H -6.348 1.182 -2.146
H -3.990 2.446 2.971
H -2.317 2.218 3.369
H -5.967 -0.430 -3.455
H -5.108 -1.903 -5.243
H -2.679 -2.514 -5.256
H -1.237 -1.692 -3.409
C 3.791 -1.905 2.298
C 3.572 -0.520 1.698
C 3.327 0.446 2.796
C 3.082 1.769 2.665
C 2.899 2.506 1.472
C 3.044 2.039 0.189
N 2.511 2.716 -0.862
C 1.520 3.706 -0.843
C 1.811 4.976 -0.374
C 0.851 5.972 -0.380
C -0.427 5.702 -0.854
C -0.733 4.447 -1.329
C 0.225 3.421 -1.337
C -0.252 2.080 -1.655
O 0.646 1.090 -1.725
O -1.471 1.828 -1.698
C 3.582 0.683 -0.165
C 3.862 0.586 -1.671
H 2.986 -2.145 2.989
H 4.731 -1.903 2.852
H 3.844 -2.698 1.559
H 3.374 0.041 3.796
H 2.937 2.329 3.577
H 2.513 3.507 1.595
H 2.545 2.221 -1.740
H 2.815 5.176 -0.032
H 1.107 6.957 -0.027
H -1.180 6.474 -0.846
H -1.723 4.225 -1.696
H 2.949 0.475 -2.253
H 4.480 -0.270 -1.914
H 4.417 1.465 -1.998
N 7.862 -1.243 0.179
C 6.713 -1.206 0.130
C 5.319 -1.139 0.060
C 4.654 -2.172 -0.592
C 3.294 -2.301 -0.875
C 2.299 -1.384 -0.491
C 2.574 -0.317 0.522
C 4.674 0.030 0.725
C 1.125 -1.096 -1.099
C 0.193 -0.203 -1.313
H 5.297 -2.943 -0.998
H 2.997 -3.121 -1.513
H 1.635 0.140 0.844
H 5.410 0.701 1.167
C -1.005 -3.601 -0.767
P -1.990 -2.263 -0.004
C -3.668 -2.965 -0.165
C -1.595 -2.372 1.764
C -2.579 -2.431 2.745
C -2.224 -2.426 4.084
C -0.892 -2.339 4.450
C 0.089 -2.263 3.474
C -0.255 -2.281 2.137
H 0.025 -3.279 -0.896
H -1.425 -3.822 -1.747
H -1.049 -4.490 -0.141
H -3.709 -3.929 0.343
H -3.877 -3.104 -1.227
H -4.415 -2.290 0.250
H -3.623 -2.474 2.473
H -2.990 -2.486 4.843
H -0.616 -2.323 5.494
H 1.124 -2.186 3.769
H 0.504 -2.206 1.373
*
```

As for the relative energy (zero: lowest compared OMol25 entry of this formula, charge and spin): 439.67 kJ/mol. The calculation puts the HOMO-LUMO gap (spin up / spin down) at 4.127 / 4.068 eV. The highest occupied orbital energy (spin up / spin down) is -9.456 / -9.481 eV. Its total energy is -2860.187028 Ha.

Entry 7:
The following is a DFT calculation (ωB97M-V/def2-TZVPD) of a cluster of 2 separate species, C3H3F2I in total.

```
! RIJCOSX wB97M-V def2-TZVPD def2/J DEFGRID3
* xyz 0 1
C -0.357 -0.572 -0.457
C -0.829 -1.036 -1.621
C 0.962 2.194 1.795
F -2.108 -1.479 -1.466
F 0.240 1.271 2.438
I 2.932 1.694 1.888
H -0.937 -0.305 0.371
H -0.545 -1.413 -2.582
H 0.642 -0.354 -0.365
*
```

As for the relative energy (zero: lowest compared OMol25 entry of this formula, charge and spin): 378.74 kJ/mol. The calculation puts the HOMO-LUMO gap at 8.642 eV. The highest occupied orbital energy is -9.694 eV. Its total energy is -613.365797 Ha.

Entry 8:
The following is a DFT calculation (ωB97M-V/def2-TZVPD) of the ion C22H24N3O4 with charge +1.

```
! RIJCOSX wB97M-V def2-TZVPD def2/J DEFGRID3
* xyz 1 1
C 4.970 0.369 1.626
C 3.827 -0.463 1.069
O 2.632 0.022 1.683
C 1.404 -0.387 1.347
C 0.378 0.339 1.950
C -0.959 0.104 1.672
C -1.288 -0.898 0.762
C -0.287 -1.672 0.187
C 1.055 -1.441 0.459
O 2.058 -2.151 -0.094
C 1.773 -3.224 -0.981
C 3.102 -3.828 -1.402
N -2.630 -1.048 0.381
C -3.368 -2.183 0.296
C -4.642 -1.851 -0.082
C -4.683 -0.455 -0.248
C -3.428 0.022 0.050
C -2.844 1.390 -0.067
C -1.587 1.352 -0.922
C -1.647 0.637 -2.119
C -0.524 0.466 -2.909
C 0.698 0.977 -2.505
C 0.744 1.716 -1.334
N 2.008 2.235 -0.847
O 3.013 1.793 -1.347
O 1.958 3.050 0.046
C -0.387 1.939 -0.561
N -2.567 1.957 1.312
C -2.047 0.933 2.285
H 5.017 0.267 2.706
H 4.824 1.416 1.378
H 5.907 0.032 1.195
H 3.765 -0.339 -0.017
H 3.964 -1.522 1.303
H 0.675 1.110 2.643
H -0.576 -2.446 -0.504
H 1.229 -2.846 -1.857
H 1.155 -3.974 -0.472
H 3.634 -4.204 -0.533
H 2.929 -4.648 -2.093
H 3.718 -3.077 -1.888
H -2.947 -3.138 0.535
H -5.458 -2.528 -0.228
H -5.528 0.128 -0.555
H -3.582 2.046 -0.543
H -2.585 0.199 -2.423
H -0.599 -0.087 -3.832
H 1.600 0.823 -3.076
H -0.239 2.546 0.321
H -3.429 2.360 1.691
H -1.874 2.710 1.214
H -2.891 0.298 2.568
H -1.680 1.455 3.169
*
```

As for the relative energy (zero: lowest compared OMol25 entry of this formula, charge and spin): 24.74 kJ/mol. The calculation puts the HOMO-LUMO gap at 7.669 eV. The highest occupied orbital energy is -10.969 eV. Its total energy is -1317.629952 Ha.